[1]
Entry from OMol25: C9H31F12N4O5P as an isolated structure (ωB97M-V/def2-TZVPD).

CARTESIAN COORDINATES (ANGSTROEM)
N1 0.7141 0.5451 0.9079
H1 0.6663 -0.3237 0.3561
H2 1.6279 0.7178 1.3520
H3 0.0323 0.4653 1.6624
H4 0.5415 1.3628 0.3263
N2 -1.9576 -2.0990 0.7224
H5 -1.0477 -2.2101 0.2283
H6 -1.7885 -1.3804 1.4418
H7 -2.1136 -3.0462 1.0508
H8 -2.6274 -1.6852 0.0900
N3 -0.6938 -0.7695 -2.7548
H9 -0.6705 0.2537 -2.5944
H10 -1.6555 -1.0011 -2.5369
H11 -0.1318 -1.2504 -2.0294
H12 -0.2914 -1.0138 -3.6517
N4 -3.1048 1.2047 -0.3812
H13 -2.7948 0.9470 0.5677
H14 -3.7569 1.9770 -0.3170
H15 -3.4755 0.3638 -0.8022
H16 -2.2706 1.4333 -0.9415
C1 1.7850 -2.4974 -0.2693
O1 0.5674 -1.8232 -0.5397
H17 2.6201 -1.8826 0.0716
H18 1.6354 -3.3645 0.3807
H19 2.1078 -2.9821 -1.1981
C2 -1.5282 0.0118 3.2748
O2 -0.4317 -0.9124 3.1457
O3 -1.8956 0.3082 1.9879
C3 -2.6434 -0.4733 4.2628
F1 -3.1856 -1.6738 4.0522
F2 -2.2130 -0.4420 5.5373
F3 -3.7106 0.4000 4.2739
C4 0.6061 -0.8514 4.1440
C5 1.7417 -1.7307 3.6314
H20 2.7299 -1.6652 4.0861
H21 1.4451 -2.7791 3.6552
H22 1.9627 -1.2969 2.6540
H23 0.2870 -1.1392 5.1474
H24 0.9841 0.1687 4.2454
H25 -1.1578 0.9154 3.7701
C6 -0.5426 1.8168 -3.2931
O4 -0.8218 0.8935 -4.3093
O5 -1.1576 1.2646 -2.1808
C7 0.9924 2.0749 -3.1529
F4 1.3301 2.3487 -1.8654
F5 1.8016 1.0580 -3.4918
F6 1.4216 3.1453 -3.8648
C8 -0.5402 1.2791 -5.6799
C9 -0.6528 -0.0483 -6.4201
H26 -0.3225 -0.9652 -5.9330
H27 -1.7121 -0.1541 -6.6658
H28 -0.1313 -0.1038 -7.3772
H29 0.4253 1.7293 -5.9124
H30 -1.3586 1.9738 -5.8734
H31 -1.0524 2.7655 -3.4949
P1 3.6599 1.4337 2.9461
F7 4.0012 2.7192 1.9941
F8 5.1117 0.8515 2.7352
F9 4.0488 2.3347 4.2168
F10 3.2986 0.2947 4.0193
F11 2.0811 1.9664 2.9655
F12 3.2117 0.5401 1.6278

Its spin multiplicity is 1. As for the HOMO energy: -8.77 eV. The net charge is 0.

Listed below, in e, are the Löwdin charges computed for each atom: number 1, N, carries 0.2920; number 2, H, carries 0.0585; number 3, H, carries 0.0585; number 4, H, carries 0.0704; number 5, H, carries 0.1209; number 6, N, carries 0.2863; number 7, H, carries 0.0783; number 8, H, carries 0.0587; number 9, H, carries 0.1461; number 10, H, carries 0.1073; number 11, N, carries 0.2299; number 12, H, carries -0.1194; number 13, H, carries 0.1208; number 14, H, carries 0.0636; number 15, H, carries 0.1168; number 16, N, carries 0.2952; number 17, H, carries 0.0727; number 18, H, carries 0.1474; number 19, H, carries 0.1220; number 20, H, carries 0.0725; number 21, C, carries -0.2492; number 22, O, carries -0.4577; number 23, H, carries 0.0620; number 24, H, carries 0.0581; number 25, H, carries 0.0551; number 26, C, carries -0.4142; number 27, O, carries -0.1306; number 28, O, carries -0.2581; number 29, C, carries -0.5235; number 30, F, carries 0.1406; number 31, F, carries 0.1359; number 32, F, carries 0.0958; number 33, C, carries -0.2311; number 34, C, carries -0.0670; number 35, H, carries 0.0765; number 36, H, carries 0.0784; number 37, H, carries 0.0503; number 38, H, carries 0.1171; number 39, H, carries 0.1020; number 40, H, carries 0.1576; number 41, C, carries -0.3507; number 42, O, carries -0.1631; number 43, O, carries -0.1846; number 44, C, carries -0.5089; number 45, F, carries 0.1272; number 46, F, carries 0.1563; number 47, F, carries 0.1328; number 48, C, carries -0.1909; number 49, C, carries -0.0602; number 50, H, carries 0.0719; number 51, H, carries 0.0770; number 52, H, carries 0.0779; number 53, H, carries 0.1208; number 54, H, carries 0.1258; number 55, H, carries 0.1661; number 56, P, carries 0.1868; number 57, F, carries -0.1707; number 58, F, carries -0.1176; number 59, F, carries -0.1454; number 60, F, carries -0.1594; number 61, F, carries -0.1946; number 62, F, carries -0.1935

***

[2]
Entry from OMol25: a 2-piece molecular cluster, C5H13NO overall (ωB97M-V/def2-TZVPD).

CARTESIAN COORDINATES (ANGSTROEM)
C1 -2.1104 -0.2094 -1.6636
C2 -0.6779 -0.6676 -1.9508
C3 0.2638 -0.5743 -0.7783
C4 1.0947 0.4529 -0.6101
N1 1.9946 0.6084 0.4213
C5 1.8061 0.0037 1.7183
H1 -2.1948 0.8770 -1.7386
H2 -2.8417 -0.6471 -2.3504
H3 -2.4520 -0.4613 -0.6553
H4 -0.2993 -0.0786 -2.7810
H5 -0.6880 -1.6857 -2.3662
H6 0.2334 -1.4446 -0.1240
H7 1.0847 1.2646 -1.3299
H8 2.5543 1.4475 0.4192
H9 2.4929 -0.8332 1.8832
H10 0.8243 -0.4454 1.8017
H11 2.0621 0.7109 2.5035
O1 -1.7289 0.3696 2.0503
H12 -1.6589 -0.2662 1.3308
H13 -0.8162 0.4765 2.3694

Its spin multiplicity is 1. As for the HOMO energy: -7.91 eV. As for the SMILES: CC/C=C/NC.O. The net charge is 0.

Listed below, in e, are the Löwdin charges computed for each atom: number 1, C, carries -0.1088; number 2, C, carries -0.2766; number 3, C, carries -0.1492; number 4, C, carries -0.1737; number 5, N, carries -0.0845; number 6, C, carries -0.1074; number 7, H, carries 0.0737; number 8, H, carries 0.0669; number 9, H, carries 0.0529; number 10, H, carries 0.0948; number 11, H, carries 0.1019; number 12, H, carries 0.1035; number 13, H, carries 0.1229; number 14, H, carries 0.1175; number 15, H, carries 0.0804; number 16, H, carries 0.0472; number 17, H, carries 0.0850; number 18, O, carries -0.0627; number 19, H, carries -0.0006; number 20, H, carries 0.0169

***

[3]
Entry from OMol25: C19H16IN4O2ReSSe4 as an isolated structure (ωB97M-V/def2-TZVPD).

CARTESIAN COORDINATES (ANGSTROEM)
Re1 -0.3241 -0.0146 0.1253
Se1 2.2873 0.3232 -0.6150
Se2 3.2568 -1.6508 -0.2781
Se3 1.8111 -3.1616 -1.2997
Se4 -0.1899 -2.0331 -1.0672
C1 -3.7574 -2.5126 5.8025
C2 -3.1464 -1.4198 4.9878
C3 -2.3046 -0.4727 5.5670
C4 -1.7492 0.5474 4.8147
C5 -2.0284 0.6216 3.4613
C6 -2.8695 -0.2984 2.8624
C7 -3.4212 -1.3132 3.6264
S1 -1.2436 1.9434 2.5676
O1 0.1666 1.8986 2.8683
O2 -1.9416 3.1648 2.8163
N1 -1.3847 1.5026 0.9691
C8 -2.3653 2.0693 0.1567
C9 -3.4564 2.8339 0.5239
C10 -4.2971 3.3909 -0.4580
C11 -4.0519 3.2312 -1.7981
C12 -2.9469 2.4477 -2.2119
C13 -2.5819 2.2603 -3.5570
C14 -1.4974 1.4767 -3.8700
C15 -0.8140 0.8328 -2.8341
N2 -1.1389 0.9936 -1.5598
C16 -2.1498 1.8296 -1.2285
H1 -3.3638 -2.5196 6.8153
H2 -3.5659 -3.4870 5.3541
H3 -4.8391 -2.3872 5.8617
H4 -2.0771 -0.5392 6.6211
H5 -1.0912 1.2689 5.2759
H6 -3.0998 -0.2336 1.8045
H7 -4.0781 -2.0349 3.1576
H8 -3.6610 3.0434 1.5579
H9 -5.1414 3.9759 -0.1288
H10 -4.6842 3.6895 -2.5441
H11 -3.1588 2.7409 -4.3337
H12 -1.1809 1.3196 -4.8891
H13 0.0028 0.1518 -3.0422
I1 0.1202 -3.5386 5.2585
C17 0.5321 -2.1043 3.8420
C18 1.4770 -1.0974 3.9017
N3 1.3734 -0.3942 2.7698
N4 0.4022 -0.8655 1.9793
C19 -0.1120 -1.9134 2.6188
H14 2.2052 -0.8482 4.6517
H15 1.7993 0.4913 2.5476
H16 -0.9071 -2.4858 2.1744

Its spin multiplicity is 4. As for the HOMO energy (spin up / spin down): -10.54 / -10.55 eV. The net charge is +1.

Listed below, in e, are the Löwdin charges computed for each atom: number 1, Re, carries 0.9887; number 2, Se, carries 0.1029; number 3, Se, carries -0.0190; number 4, Se, carries 0.0749; number 5, Se, carries 0.1027; number 6, C, carries -0.0517; number 7, C, carries -0.2793; number 8, C, carries -0.0313; number 9, C, carries -0.0452; number 10, C, carries -0.2925; number 11, C, carries -0.0833; number 12, C, carries -0.0276; number 13, S, carries 0.6387; number 14, O, carries -0.3066; number 15, O, carries -0.2533; number 16, N, carries -0.2920; number 17, C, carries -0.2652; number 18, C, carries 0.0123; number 19, C, carries -0.0328; number 20, C, carries -0.0084; number 21, C, carries -0.1377; number 22, C, carries 0.0392; number 23, C, carries -0.0061; number 24, C, carries -0.1193; number 25, N, carries -0.0996; number 26, C, carries -0.1659; number 27, H, carries 0.0800; number 28, H, carries 0.0781; number 29, H, carries 0.0934; number 30, H, carries 0.1218; number 31, H, carries 0.1271; number 32, H, carries 0.1038; number 33, H, carries 0.1262; number 34, H, carries 0.1053; number 35, H, carries 0.1181; number 36, H, carries 0.1217; number 37, H, carries 0.1327; number 38, H, carries 0.1209; number 39, H, carries 0.0874; number 40, I, carries 0.9666; number 41, C, carries -0.7339; number 42, C, carries -0.0881; number 43, N, carries 0.0022; number 44, N, carries -0.1846; number 45, C, carries -0.1978; number 46, H, carries 0.1386; number 47, H, carries 0.1277; number 48, H, carries 0.1104

***

[4]
Entry from OMol25: C6Cl5HgO4S as an isolated structure (ωB97M-V/def2-TZVPD).

CARTESIAN COORDINATES (ANGSTROEM)
Hg1 0.0769 -2.2945 0.9426
O1 -1.0065 -0.2232 2.2986
S1 -0.7286 -1.3890 3.1597
O2 -1.1300 -1.3888 4.5185
O3 0.7719 -1.7300 3.0012
O4 -1.4013 -2.6136 2.4521
Cl1 -1.8584 -1.4832 -1.9918
C1 -0.6397 -0.3437 -1.5664
C2 0.3113 -0.6522 -0.5746
C3 1.2361 0.3815 -0.3493
Cl2 2.4574 0.2443 0.8576
C4 1.2215 1.5976 -1.0580
Cl3 2.3504 2.8244 -0.7166
C5 0.3231 1.8062 -2.0758
Cl4 0.3785 3.2662 -2.9881
C6 -0.6258 0.8247 -2.3324
Cl5 -1.7368 1.1732 -3.5773

Its spin multiplicity is 2. As for the HOMO energy (spin up / spin down): 1.44 / -1.89 eV. The net charge is -2.

Listed below, in e, are the Löwdin charges computed for each atom: number 1, Hg, carries 0.7626; number 2, O, carries -0.4454; number 3, S, carries 0.1715; number 4, O, carries -0.3751; number 5, O, carries -0.5768; number 6, O, carries -0.5976; number 7, Cl, carries 0.5838; number 8, C, carries -0.7350; number 9, C, carries -0.2927; number 10, C, carries -0.7249; number 11, Cl, carries 0.6271; number 12, C, carries -0.7522; number 13, Cl, carries 0.6271; number 14, C, carries -0.7491; number 15, Cl, carries 0.6090; number 16, C, carries -0.7520; number 17, Cl, carries 0.6197

***

> Among the records above, which one has the lowest net charge?

C6Cl5HgO4S

***

> Look up the spin multiplicity of the fourth one.

2

***

> Number 4 is which compound?

C6Cl5HgO4S